# 1
This record from OMol25 describes an isolated ion of composition C3H9N4O and charge +1 at a distorted geometry. The level of theory is ωB97M-V/def2-TZVPD.

Calculated values
- HOMO-LUMO gap: 8.748 eV
- Relative energy (zero: lowest compared OMol25 entry of this formula, charge and spin): 6.639 eV
- HOMO energy: -13.01 eV
- 2S+1: 1
- Net charge: +1

Each line ends with the natural charge from an NBO analysis.
CARTESIAN COORDINATES (ANGSTROEM)
C  -1.15  1.05  -0.74  -0.201
C  1.12  0.28  0.88  0.479
C  2.45  -0.91  -0.87  -0.258
N  -0.18  2.04  -0.11  0.044
N  0.77  1.50  0.38  -0.131
N  -1.01  -0.27  -0.16  -0.514
N  -2.13  -0.55  0.78  -0.580
O  1.89  -0.72  0.48  -0.429
H  -2.16  1.62  -0.72  0.219
H  -0.72  1.04  -1.77  0.242
H  0.80  0.08  1.99  0.237
H  1.81  -0.82  -1.66  0.202
H  2.66  -1.98  -0.76  0.230
H  3.35  -0.29  -0.98  0.219
H  -2.10  -0.49  1.87  0.394
H  -2.35  -1.55  0.66  0.432
H  -3.07  -0.02  0.75  0.413

# 2
This record from OMol25 describes an isolated molecule of C19H20N2O2S at a distorted geometry. The level of theory is ωB97M-V/def2-TZVPD.

Calculated values
- HOMO-LUMO gap: 8.187 eV
- Relative energy (zero: lowest compared OMol25 entry of this formula, charge and spin): 0.804 eV
- Structure (SMILES): NCCCCCc1cc(N)cc2c1C(=O)c1c(S)cccc1C2=O
- HOMO energy: -8.84 eV
- 2S+1: 1

Each line ends with the natural charge from an NBO analysis.
CARTESIAN COORDINATES (ANGSTROEM)
N  2.04  0.98  -0.89  -0.844
C  2.06  -0.37  -1.45  -0.218
C  1.42  -0.50  -2.83  -0.405
C  -0.04  -0.07  -2.85  -0.414
C  -0.97  -1.10  -2.22  -0.395
C  -2.25  -0.50  -1.62  -0.439
C  -1.92  0.54  -0.58  0.068
C  -2.11  1.89  -0.88  -0.253
C  -1.75  2.90  0.01  0.184
N  -1.98  4.27  -0.33  -0.788
C  -1.20  2.57  1.24  -0.226
C  -0.99  1.24  1.55  -0.102
C  -1.35  0.22  0.66  -0.122
C  -1.09  -1.18  1.10  0.560
O  -1.86  -2.09  0.91  -0.527
C  0.17  -1.37  1.87  -0.165
C  0.99  -2.50  1.75  -0.129
S  0.70  -3.81  0.59  0.003
C  2.15  -2.58  2.52  -0.197
C  2.46  -1.56  3.41  -0.188
C  1.65  -0.44  3.54  -0.179
C  0.51  -0.34  2.76  -0.042
C  -0.37  0.85  2.84  0.530
O  -0.56  1.44  3.86  -0.499
H  1.30  1.10  -0.22  0.360
H  1.99  1.69  -1.61  0.351
H  1.59  -1.05  -0.74  0.185
H  3.10  -0.70  -1.52  0.183
H  1.97  0.16  -3.50  0.195
H  1.54  -1.52  -3.18  0.207
H  -0.35  0.09  -3.88  0.202
H  -0.10  0.90  -2.36  0.199
H  -1.27  -1.79  -3.00  0.211
H  -0.43  -1.69  -1.48  0.206
H  -2.86  -0.06  -2.40  0.206
H  -2.82  -1.30  -1.15  0.247
H  -2.54  2.14  -1.84  0.210
H  -2.23  4.33  -1.31  0.364
H  -1.10  4.77  -0.25  0.373
H  -0.95  3.35  1.95  0.236
H  -0.56  -4.16  0.88  0.164
H  2.77  -3.45  2.41  0.230
H  3.36  -1.66  4.01  0.222
H  1.89  0.35  4.23  0.233

# 3
This record from OMol25 describes C27H31FeN5 as an isolated structure at a distorted geometry. The level of theory is ωB97M-V/def2-TZVPD.

Calculated values
- HOMO-LUMO gap (spin up / spin down): 8.729 / 8.602 eV
- Relative energy (zero: lowest compared OMol25 entry of this formula, charge and spin): 0.329 eV
- HOMO energy (spin up / spin down): -17.73 / -17.96 eV
- 2S+1: 2
- <S²>: 0.7855
- Net charge: +3

Each line ends with the natural charge from an NBO analysis.
CARTESIAN COORDINATES (ANGSTROEM)
Fe  0.50  -0.67  -0.28  0.918
C  3.00  -1.73  -1.10  -0.256
N  1.87  -2.14  -0.21  -0.414
C  2.35  -2.26  1.21  -0.277
C  1.74  -1.25  2.14  0.225
C  2.15  -1.15  3.46  -0.211
C  1.54  -0.22  4.27  -0.088
C  0.53  0.58  3.74  -0.223
C  0.18  0.43  2.42  0.056
N  0.78  -0.48  1.63  -0.429
C  1.21  -3.39  -0.66  -0.261
C  -0.20  -3.39  -0.14  0.210
C  -0.95  -4.53  0.04  -0.211
C  -2.27  -4.42  0.45  -0.082
C  -2.80  -3.15  0.67  -0.239
C  -1.99  -2.05  0.48  0.129
N  -0.71  -2.16  0.08  -0.490
C  3.19  -0.25  -0.92  0.205
C  4.37  0.40  -1.22  -0.210
C  4.41  1.78  -1.12  -0.086
C  3.27  2.46  -0.71  -0.220
C  2.13  1.75  -0.41  0.074
N  2.09  0.41  -0.51  -0.461
H  2.71  -1.95  -2.13  0.245
H  3.90  -2.30  -0.89  0.245
H  3.44  -2.16  1.23  0.253
H  2.13  -3.27  1.57  0.254
H  2.93  -1.79  3.83  0.260
H  1.84  -0.11  5.30  0.265
H  0.02  1.32  4.35  0.258
H  -0.61  1.01  1.97  0.201
H  1.77  -4.28  -0.36  0.246
H  1.19  -3.38  -1.76  0.245
H  -0.50  -5.51  -0.13  0.261
H  -2.88  -5.30  0.60  0.265
H  -3.82  -3.02  1.00  0.259
H  -2.34  -1.05  0.66  0.201
H  5.24  -0.16  -1.54  0.260
H  5.32  2.32  -1.35  0.264
H  3.27  3.54  -0.61  0.260
H  1.23  2.23  -0.07  0.213
C  -4.02  3.47  -1.03  -0.417
N  -3.40  2.86  0.20  -0.330
C  -3.95  1.50  0.47  -0.419
C  -1.87  2.90  0.19  -0.222
C  -1.26  2.09  -0.92  -0.141
C  -1.07  2.73  -2.14  -0.150
C  -0.56  2.09  -3.28  -0.189
C  -0.26  0.75  -3.22  -0.153
C  -0.47  0.13  -1.98  -0.237
C  -0.87  0.72  -0.82  -0.165
H  -5.09  3.48  -0.88  0.253
H  -3.75  2.84  -1.88  0.237
H  -3.63  4.48  -1.14  0.241
H  -3.67  3.45  0.99  0.439
H  -3.67  0.86  -0.36  0.233
H  -5.04  1.58  0.54  0.256
H  -3.54  1.14  1.41  0.223
H  -1.56  2.58  1.18  0.220
H  -1.63  3.96  0.08  0.244
H  -1.30  3.79  -2.21  0.234
H  -0.41  2.65  -4.19  0.261
H  0.08  0.21  -4.09  0.254
H  -0.26  -0.97  -1.92  0.215

# 4
This record from OMol25 describes C2Cl3F3 as an isolated structure at a distorted geometry. The level of theory is ωB97M-V/def2-TZVPD.

Calculated values
- HOMO-LUMO gap: 11.359 eV
- Relative energy (zero: lowest compared OMol25 entry of this formula, charge and spin): 1.644 eV
- HOMO energy: -10.73 eV
- 2S+1: 1

Each line ends with the natural charge from an NBO analysis.
CARTESIAN COORDINATES (ANGSTROEM)
C  0.26  -0.88  -0.51  1.023
C  -0.26  0.84  0.34  -0.299
F  -0.60  -1.35  -1.37  -0.295
F  0.25  -1.60  0.57  -0.313
F  1.46  -0.78  -0.95  -0.289
Cl  1.22  1.68  0.34  0.073
Cl  -1.53  1.79  -0.37  0.060
Cl  -0.80  0.32  1.94  0.040

# 5
This record from OMol25 describes C29H31AsClN5O5Ru as an isolated structure at a distorted geometry. The level of theory is ωB97M-V/def2-TZVPD.

Calculated values
- HOMO-LUMO gap (spin up / spin down): 5.946 / 6.345 eV
- Relative energy (zero: lowest compared OMol25 entry of this formula, charge and spin): 5.103 eV
- HOMO energy (spin up / spin down): -11.61 / -11.61 eV
- 2S+1: 2
- <S²>: 0.7854
- Net charge: +1

Each line ends with the Mulliken charge.
CARTESIAN COORDINATES (ANGSTROEM)
Ru  -0.32  -0.22  0.14  0.170
O  2.15  -1.02  -3.20  -0.673
C  1.29  -0.71  -2.40  -0.304
N  1.41  -0.73  -1.06  0.176
C  2.44  -1.53  -0.47  -1.095
C  1.82  -2.51  0.51  0.685
C  2.60  -3.29  1.35  -0.690
C  1.97  -4.17  2.22  -0.360
C  0.58  -4.24  2.22  -0.699
C  -0.12  -3.42  1.36  -0.298
N  0.48  -2.56  0.54  -0.027
C  -0.10  -0.35  -2.86  1.044
C  -0.33  0.20  -4.11  -0.649
C  -1.64  0.49  -4.47  -0.319
C  -2.67  0.15  -3.61  -0.685
C  -2.35  -0.43  -2.39  -0.217
N  -1.10  -0.65  -2.02  -0.071
H  3.16  -0.88  0.05  0.276
H  2.98  -2.08  -1.26  0.571
H  3.67  -3.21  1.30  0.471
H  2.56  -4.79  2.89  0.476
H  0.06  -4.93  2.86  0.471
H  -1.20  -3.44  1.31  0.473
H  0.50  0.40  -4.76  0.486
H  -1.85  0.97  -5.42  0.459
H  -3.70  0.33  -3.86  0.446
H  -3.14  -0.71  -1.68  0.444
O  -3.99  3.65  -0.25  -0.525
C  -3.57  4.55  0.64  0.401
O  -4.12  5.60  0.79  -0.552
C  -2.38  4.15  1.42  0.328
C  -1.94  4.68  2.64  0.085
Cl  -2.63  5.88  3.61  -0.129
N  -0.81  4.03  2.97  0.399
N  -0.48  3.14  2.04  0.129
C  -1.40  3.19  1.10  -0.343
C  -1.26  2.13  0.05  1.277
O  -2.25  1.37  -0.15  -0.706
O  -0.14  1.98  -0.48  -0.644
C  0.08  4.06  4.08  -0.987
C  -0.21  3.30  5.20  0.193
C  0.78  3.12  6.16  -0.854
C  2.04  3.67  5.98  -0.408
C  2.31  4.45  4.86  -0.779
C  1.33  4.64  3.90  0.051
H  -3.51  2.80  -0.22  0.376
H  -1.18  2.84  5.32  0.501
H  0.56  2.51  7.02  0.431
H  2.82  3.48  6.69  0.445
H  3.28  4.88  4.73  0.408
H  1.54  5.20  3.00  0.495
C  1.30  -1.65  5.50  -1.397
C  0.91  -0.32  4.87  -0.337
As  0.62  -0.50  2.88  0.774
C  1.63  1.10  2.30  1.154
C  3.12  0.94  2.61  -1.707
C  -1.31  0.00  2.75  -0.067
C  -2.18  -0.72  3.77  -1.639
H  1.47  -1.52  6.57  0.427
H  2.21  -2.03  5.04  0.301
H  0.51  -2.39  5.37  0.284
H  1.69  0.42  5.03  0.285
H  -0.01  0.05  5.32  0.345
H  1.23  1.97  2.81  -0.973
H  1.48  1.26  1.22  0.577
H  3.71  1.60  1.98  0.431
H  3.45  -0.09  2.45  0.355
H  3.32  1.20  3.64  0.398
H  -1.68  -0.32  1.73  0.606
H  -1.44  1.08  2.83  -0.131
H  -1.92  -1.78  3.83  0.332
H  -3.24  -0.65  3.50  0.474
H  -2.06  -0.29  4.76  0.358

# 6
This record from OMol25 describes C8H8Cl2MnO6 as an isolated structure. The level of theory is ωB97M-V/def2-TZVPD.

Calculated values
- HOMO-LUMO gap (spin up / spin down): 6.100 / 6.113 eV
- HOMO energy (spin up / spin down): -1.24 / -1.27 eV
- 2S+1: 6
- <S²>: 8.7533
- Net charge: -2

Each line ends with the natural charge from an NBO analysis.
CARTESIAN COORDINATES (ANGSTROEM)
Mn  0.39  -1.65  0.21  1.390
C  -1.18  2.17  1.32  -0.513
C  -0.84  0.95  0.80  0.391
C  -1.97  -0.02  0.38  0.404
O  -1.58  -1.15  -0.06  -0.784
C  -3.28  0.39  0.49  -0.517
C  -3.65  1.66  0.98  0.430
C  -2.53  2.58  1.50  0.438
O  -2.84  3.64  2.05  -0.637
O  -4.80  2.07  0.99  -0.637
O  0.35  0.52  0.61  -0.791
H  -0.41  2.90  1.57  0.191
H  -4.04  -0.29  0.12  0.198
Cl  0.47  -2.32  2.60  -0.818
Cl  0.60  -3.78  -1.01  -0.818
C  3.14  -1.27  -1.10  -0.086
C  2.34  -0.12  -1.68  -0.085
O  1.02  -0.60  -1.91  -0.718
O  2.66  -1.53  0.20  -0.725
H  4.21  -1.02  -1.13  0.153
H  3.01  -2.13  -1.77  0.198
H  2.81  0.19  -2.62  0.148
H  2.33  0.72  -0.98  0.202
H  0.49  0.10  -2.29  0.488
H  3.31  -1.99  0.74  0.500